DFT (ωB97M-V with the def2-TZVPD basis set) results for a molecular structure, C37H37F3O2P2Zn.

Atoms and positions in Å:
H -2.424 -1.827 3.129
H -0.985 -2.314 -3.128
H -2.387 -3.249 -0.949
H 2.959 4.599 1.923
H -2.627 1.539 -2.689
C -2.247 2.369 4.348
C 5.066 -0.836 1.064
C 1.342 -0.265 2.689
C 1.156 -0.041 -3.135
C 0.296 2.051 -4.033
H 2.531 -3.025 1.720
C 3.060 3.767 1.214
H -4.305 -5.585 2.135
C -1.037 -1.371 -3.670
C 4.628 -3.435 1.953
C -4.069 0.172 0.070
C -4.989 1.213 0.111
C -1.170 1.573 -4.270
C -4.552 2.540 0.073
H 1.880 -0.850 3.444
H -6.058 1.018 0.197
F -1.533 3.372 4.862
F -3.393 2.867 3.743
F -2.638 1.524 5.392
H 0.292 3.105 -3.745
H 6.782 -3.627 2.053
H -1.182 0.858 -5.093
H 7.152 -1.312 1.241
C 1.305 -0.936 -0.121
H 0.279 -0.410 -5.056
C 3.428 4.026 -0.096
C -2.265 1.770 -0.346
Zn -0.102 2.020 -0.855
C 2.783 2.469 1.617
H -4.449 -0.831 0.137
C 0.365 -0.929 -4.097
O -1.539 0.267 3.432
C 6.131 -1.672 1.357
H 4.453 -4.454 2.331
O -0.808 2.150 2.381
H -1.936 1.954 -1.460
H -3.694 -3.872 3.837
C -1.801 -0.416 -2.802
H -0.261 -2.054 -1.050
H -3.709 -5.247 -0.258
H 1.970 -1.428 -0.810
C -1.840 0.885 -3.126
H 1.175 0.738 3.099
C 5.935 -2.961 1.846
H -2.550 -0.830 -2.064
H 3.730 3.184 -2.074
H 1.700 1.858 -2.335
C -3.736 -4.698 1.831
H -1.646 -1.567 -4.564
C -3.201 2.810 -0.086
H 5.249 0.167 0.692
H 0.939 -1.867 -4.259
H 3.667 5.031 -0.422
C 3.228 1.683 -0.584
P 2.301 -0.224 1.222
C -2.684 0.441 -0.008
H 0.782 1.986 -5.021
C 2.792 1.395 0.708
H 3.233 0.855 -1.305
H -5.293 3.339 0.085
H 2.474 2.288 2.635
H -2.855 3.822 0.084
C -2.330 -2.377 1.046
P -1.489 -0.777 0.676
C -2.683 -3.363 0.087
H 1.934 -0.599 -2.585
H -1.800 2.452 -4.522
C 3.761 -1.257 1.348
H 0.360 -0.692 2.536
C 3.545 -2.624 1.644
C 3.498 2.979 -1.013
C -3.399 -4.502 0.489
C -2.708 -2.582 2.395
C -3.403 -3.725 2.792
C -0.017 -1.269 -0.321
C 1.051 1.280 -2.979
C -1.427 1.485 3.258

As for the electronic energy: -118204.0915 eV. The energy relative to the best compared isomer or geometry (same formula, charge and spin) comes out at 116.4 kcal/mol. The multiplicity is 1. The calculation puts the HOMO energy (spin up / spin down) at -5.38 / -5.38 eV. The calculation puts the LUMO energy (spin up / spin down) at -0.5 / -0.5 eV. Its total charge is 0. As for the HOMO-LUMO gap (spin up / spin down): 0.1803 / 0.1803 Ha.

Löwdin population analysis, charges in e, atoms 1 to 4: 0.0864, 0.0846, 0.0851, 0.1209

=====

DFT (ωB97M-V with the def2-TZVPD basis set) results for a molecular structure, C37H37FMgN3P2S2Si.

Atoms and positions in Å:
H -3.844 -5.493 2.442
C 4.735 4.273 1.516
S 1.703 -2.125 2.032
H -1.871 2.946 2.452
H 1.172 5.597 -0.114
H -4.451 1.871 -0.981
H -1.490 2.065 0.959
C -0.933 -3.332 1.067
C -1.983 3.165 -2.896
C 0.136 -2.586 -4.856
C -1.244 1.134 -1.814
C -2.247 -3.065 0.701
H -0.653 5.572 2.941
H 6.669 3.326 1.427
H -3.999 3.782 -2.486
H 0.868 -2.882 -5.598
C -2.078 -2.722 -3.942
H 1.108 5.661 2.918
H -1.509 -6.010 3.071
C -3.486 1.963 -1.466
H 0.307 4.400 3.852
H -2.692 0.191 -0.550
H 2.871 -5.408 -3.541
C -3.231 3.039 -2.303
C -3.294 -3.838 1.189
H -1.430 -3.793 -5.689
H -3.086 -3.118 -3.979
S 1.824 0.625 -1.988
H -1.863 1.419 5.788
C 0.355 4.872 -0.155
H 0.505 -5.804 -2.940
C -1.150 -3.101 -4.903
H -1.771 4.005 -3.547
Mg 1.007 0.527 1.222
C -1.719 -5.182 2.404
C 0.261 4.972 2.922
H 5.143 5.276 1.580
C -0.998 2.219 -2.649
C 1.071 -5.029 -2.437
C -1.718 -1.832 -2.942
H -2.185 3.679 0.873
C 0.496 -1.697 -3.853
C 2.753 2.828 1.435
C 3.362 4.104 1.518
H 0.579 1.812 4.557
H -2.446 -1.533 -2.198
H -0.575 5.419 -0.330
P 0.061 -0.144 -1.539
C -2.499 1.019 -1.222
C 3.112 -3.794 -2.145
C -0.426 -1.314 -2.886
C -1.471 1.055 4.856
N -0.261 0.552 3.047
N 1.415 2.561 1.449
N -2.195 0.238 4.017
H -1.724 -0.655 2.105
H 0.344 -4.608 2.214
H -0.013 2.315 -3.091
P 0.436 -2.214 0.499
C 2.396 -4.801 -2.780
C 1.181 -3.257 -0.810
H 0.530 4.222 -1.015
H 1.496 -1.283 -3.811
Si 0.239 3.806 1.412
C 5.046 1.914 1.332
C -1.491 3.047 1.432
H 2.722 4.974 1.578
C -1.428 -0.035 2.939
H -3.128 -0.093 4.175
C 5.597 3.187 1.429
H -0.575 -4.431 -1.200
C -0.272 1.235 4.235
C 3.682 1.781 1.334
C 2.509 -3.028 -1.161
C -3.031 -4.894 2.048
H -2.431 -2.234 0.029
C -0.298 -0.719 0.049
C 0.462 -4.256 -1.461
H 5.669 1.033 1.250
F 3.155 0.509 1.227
C -0.678 -4.404 1.921
H -4.315 -3.613 0.901
H 3.061 -2.249 -0.649
H 4.144 -3.610 -2.417

As for the electronic energy: -99735.8267 eV. The multiplicity is 1. The calculation puts the HOMO energy at -4.24 eV. The calculation puts the LUMO energy at 2.4 eV. Its total charge is -1. As for the HOMO-LUMO gap: 0.2429 Ha.

Löwdin population analysis, charges in e, atoms 1 to 4: 0.0916, -0.1172, 0.2879, 0.0205